1.
The following is a DFT calculation (the ωB97M-V functional and the def2-TZVPD basis) of a structure of composition C17H43IrS4SbSi3.

Properties
* DFT total energy: -3478.56583 a.u.
* multiplicity: 1
* total charge: +3
* HOMO energy: -17.152 eV

The geometry in XYZ format:
```
69
Properties=species:S:1:pos:R:3:forces:R:3:mulliken_charge:R:1
Ir -0.315026 0.482572 0.379803 -0.11 -0.12 0.07 1.0115
C 0.221827 -1.926115 2.396796 0.01 0.00 0.01 -0.5461
C 1.081298 -0.842992 3.021312 0.01 -0.01 0.00 -1.0726
S 0.751815 0.857241 2.424955 0.03 0.05 -0.02 0.2034
C -0.627110 1.500528 3.442490 -0.01 -0.01 -0.01 -0.8874
C -2.001451 1.276598 2.837999 0.00 0.02 0.02 -0.9059
S -2.021595 1.802065 1.080749 -0.01 0.05 0.01 0.2691
C -3.401785 0.765089 0.465322 -0.01 0.01 -0.01 -1.0232
C -3.228546 0.505316 -1.018679 0.00 0.01 0.01 -0.7919
S -1.577061 -0.128445 -1.481211 0.02 0.02 -0.03 0.0881
C -1.646336 -1.954921 -1.341984 0.00 -0.01 0.00 -1.0259
C -1.285894 -2.515599 0.022317 0.01 0.01 -0.02 -0.5280
S 0.320903 -1.812507 0.567048 0.02 0.03 -0.02 -0.1020
H -0.824248 -1.846623 2.689971 0.00 0.00 0.00 0.2922
H 0.594385 -2.908602 2.689282 0.00 0.00 -0.01 0.5623
H 2.137509 -0.997679 2.793199 0.00 0.00 0.00 0.3576
H 0.986839 -0.844664 4.107935 0.00 -0.01 0.00 0.6047
H -0.407556 2.561381 3.556590 0.00 0.01 0.00 0.2407
H -0.559904 1.046517 4.431557 0.00 0.00 0.00 0.6712
H -2.754566 1.865890 3.365021 0.00 0.00 -0.01 0.5477
H -2.291515 0.226620 2.869766 0.00 0.00 0.00 0.3156
H -4.329156 1.308254 0.656472 0.00 0.00 0.00 0.5976
H -3.409707 -0.159240 1.042225 0.00 0.00 0.00 0.3253
H -3.331193 1.423819 -1.599416 0.00 0.00 0.01 0.3200
H -3.979668 -0.195330 -1.384669 0.00 0.00 0.00 0.6485
H -0.942600 -2.294787 -2.103784 0.00 -0.01 0.00 0.4187
H -2.638090 -2.285652 -1.652869 0.00 0.00 0.00 0.5380
H -1.171341 -3.598379 -0.042015 0.01 0.00 0.01 0.5454
H -2.034698 -2.285285 0.778767 0.00 0.00 0.00 0.2566
C 1.459213 6.051133 -0.462713 0.00 0.01 0.00 -0.9056
Si 0.016705 5.043199 0.130817 -0.03 -0.01 0.01 0.2289
C -0.071467 4.934542 1.987161 0.01 0.01 0.00 -1.0049
C -1.602766 5.493227 -0.657042 0.02 0.02 0.00 -0.9725
Sb 0.678270 2.673672 -0.803974 0.02 -0.01 0.02 -0.2761
Si 3.248877 2.235621 -0.387698 0.04 -0.03 -0.02 0.3619
C 3.705968 3.006826 1.237423 -0.03 0.01 -0.01 -0.9303
C 3.464158 0.385682 -0.435709 0.00 -0.01 0.03 -0.7789
C 4.027300 3.090406 -1.838053 0.00 0.01 -0.01 -1.0453
Si 0.165239 2.663894 -3.398644 0.02 -0.03 -0.01 0.3232
C 0.982324 4.259541 -3.882197 -0.01 0.00 0.00 -0.9900
C 0.998162 1.154482 -4.087384 0.00 0.00 0.00 -0.9311
C -1.674385 2.719938 -3.674155 0.00 0.01 -0.01 -1.0989
H 1.262805 7.100394 -0.220333 0.00 0.00 0.01 0.4501
H 1.607162 5.996312 -1.541914 -0.01 0.00 0.00 0.2809
H 2.390678 5.774322 0.033245 0.00 0.01 0.00 0.2679
H -0.109792 5.952525 2.386749 0.00 0.00 0.00 0.5218
H 0.809093 4.454960 2.420211 0.00 -0.01 0.00 0.3049
H -0.980272 4.432867 2.324963 0.00 -0.01 0.00 0.2481
H -1.894030 6.493023 -0.321585 0.00 0.00 0.00 0.4320
H -2.407246 4.809938 -0.379587 0.00 0.00 0.00 0.2959
H -1.531529 5.529372 -1.745340 0.00 0.00 0.00 0.2767
H 3.173248 2.578656 2.085721 0.00 -0.01 0.01 0.2860
H 3.543425 4.085672 1.232121 0.00 -0.01 0.01 0.2704
H 4.775135 2.846304 1.406840 0.00 -0.01 -0.02 0.4310
H 3.031417 -0.113902 0.434619 0.00 0.02 -0.01 0.0630
H 4.535204 0.162494 -0.429005 0.00 0.00 0.01 0.4622
H 3.047418 -0.059462 -1.341020 -0.01 0.01 -0.01 0.2864
H 3.822000 4.162323 -1.850963 0.01 0.00 0.00 0.3301
H 3.729355 2.659350 -2.794535 0.01 0.00 0.00 0.2976
H 5.112185 2.971691 -1.751599 0.00 0.01 0.00 0.4692
H 2.037030 4.308320 -3.611034 0.00 0.01 0.00 0.2913
H 0.466361 5.128347 -3.470861 0.00 0.01 0.00 0.2910
H 0.925452 4.341012 -4.972712 0.00 -0.01 0.00 0.4538
H 2.071080 1.156364 -3.888703 0.00 0.00 0.00 0.2709
H 0.870815 1.144346 -5.173950 0.00 0.00 0.00 0.4325
H 0.573367 0.226226 -3.702574 0.00 0.00 0.00 0.2307
H -2.188053 3.402481 -2.994600 0.00 0.00 0.00 0.3204
H -2.139155 1.735038 -3.630462 0.01 0.00 0.00 0.3433
H -1.840013 3.100246 -4.687221 0.00 0.00 0.00 0.4803
```
Positions in Å, forces in eV/Å.


2.
The following is a DFT calculation (the ωB97M-V functional and the def2-TZVPD basis) of a cluster of 7 separate species, C17H43NO9S2 in total at a distorted geometry.

Properties
* DFT total energy: -2201.51219 a.u.
* multiplicity: 1
* SMILES: O=S1(=O)CCC[C@H](N=C=S)O1.CCO.CCO.CCO.CCO.CCO.CCO
* total charge: 0
* HOMO energy: -9.600 eV

The geometry in XYZ format:
```
72
Properties=species:S:1:pos:R:3:forces:R:3:mulliken_charge:R:1
O 0.949593 0.218521 5.533113 0.39 -6.06 -2.52 -0.5973
S 0.673634 -1.265023 5.070621 -4.70 5.80 3.91 1.0867
O -0.824911 -1.531680 5.479617 5.59 -0.62 -2.34 -0.6236
C 1.823048 -2.492703 5.894758 1.07 -1.22 0.92 -0.5075
C 1.935487 -3.950119 5.153390 0.71 -0.29 0.24 -0.5597
C 1.627621 -3.939725 3.543493 -0.20 -1.11 0.23 -0.3347
C 0.562928 -2.798259 3.044164 -0.43 -1.64 -1.37 -0.0275
N 0.549037 -2.875631 1.503418 6.72 4.81 -1.72 -0.5462
C 1.666508 -2.190075 1.009940 -1.03 -4.25 2.59 0.2915
S 3.343109 -1.887169 0.685853 -5.53 -0.49 0.60 -0.1161
O 0.932033 -1.412514 3.372175 -0.59 -1.61 3.14 -0.2063
H 1.370687 -2.706744 6.978526 0.80 1.02 -2.52 0.3096
H 2.901856 -2.008580 6.013942 -2.59 -0.68 -0.47 0.3353
H 3.067700 -4.299405 5.273286 -2.50 0.78 -0.17 0.2663
H 1.293140 -4.737988 5.767795 1.15 1.82 -1.61 0.3041
H 2.655503 -3.937980 2.946460 -2.38 0.50 1.18 0.2243
H 1.128580 -4.994718 3.294871 0.98 2.42 0.41 0.2779
H -0.553906 -3.045523 3.371052 2.56 0.73 -0.44 0.4038
C -0.795783 1.887857 2.318057 -0.25 0.10 0.03 -0.5666
C 0.633315 2.183819 1.912845 -0.07 -0.37 0.20 -0.1886
O 1.529776 1.673528 2.888648 0.25 -0.17 -0.09 -0.5086
H -1.020380 2.335964 3.291540 0.07 -0.01 -0.16 0.2547
H -1.499878 2.278945 1.578242 -0.03 -0.07 0.03 0.0599
H -0.954064 0.809258 2.419887 -0.01 0.06 -0.11 0.2255
H 0.793137 3.263264 1.833695 0.13 -0.16 0.09 0.2693
H 0.869689 1.728157 0.946448 -0.12 0.13 -0.20 0.2241
H 1.385866 0.713276 2.945350 0.07 0.61 0.05 0.2340
C -2.229157 5.227506 -0.222434 -0.23 0.02 0.12 -0.9601
C -1.409565 4.495577 -1.264865 -0.02 0.26 0.21 0.0237
O -1.323193 5.274711 -2.448807 0.22 0.32 -0.31 -0.5563
H -3.236277 5.433266 -0.599643 0.17 -0.21 0.03 0.1955
H -2.309221 4.637966 0.695202 -0.02 0.09 0.00 0.2176
H -1.775486 6.194530 0.018079 0.11 -0.10 0.09 0.4286
H -1.877967 3.539913 -1.518471 0.05 0.24 -0.11 0.0483
H -0.397038 4.297628 -0.900136 0.01 -0.14 0.15 0.2973
H -0.898298 6.117719 -2.214686 -0.26 -0.47 -0.14 0.3150
C -4.153308 1.068298 -0.948553 0.24 -0.20 0.05 -0.8679
C -5.071527 2.267002 -0.829839 0.05 -0.22 -0.24 -0.1872
O -4.546810 3.355675 -1.575286 0.02 0.24 -0.35 -0.4931
H -3.151014 1.313586 -0.582280 -0.15 0.00 0.13 0.1901
H -4.541396 0.221496 -0.375545 0.06 0.00 -0.03 0.3626
H -4.044639 0.765761 -1.995196 -0.10 0.06 0.25 0.2337
H -5.159907 2.579649 0.214887 0.08 0.17 -0.18 0.3586
H -6.072236 2.033698 -1.206104 0.02 -0.15 0.17 0.1033
H -4.480115 3.070804 -2.502868 -0.05 0.09 0.47 0.2922
C 6.080164 0.005907 -2.365404 -0.16 0.02 -0.15 -0.8077
C 6.494300 0.657181 -1.062160 0.12 -0.17 -0.27 -0.2956
O 6.819619 -0.338963 -0.103988 0.24 -0.37 0.24 -0.5055
H 5.216621 -0.649300 -2.210768 0.04 0.16 -0.02 0.1006
H 5.821584 0.760496 -3.113574 0.02 -0.13 0.00 0.3472
H 6.887784 -0.619451 -2.759705 0.01 0.13 -0.04 0.3156
H 5.676941 1.263395 -0.660367 0.16 -0.17 0.12 0.2847
H 7.365247 1.303877 -1.205900 -0.10 0.16 -0.09 0.2849
H 7.551906 -0.866509 -0.466563 -0.40 0.29 0.22 0.2922
C 4.232278 -5.130693 -2.550722 0.02 -0.27 0.00 -0.9603
C 4.515742 -3.870713 -3.342058 -0.15 -0.03 0.33 -0.1118
O 3.419747 -2.974218 -3.235662 -0.14 0.29 0.15 -0.4942
H 3.323121 -5.618749 -2.916985 0.16 0.07 -0.04 0.2626
H 5.065956 -5.834473 -2.626215 -0.07 0.01 0.07 0.3230
H 4.063976 -4.895261 -1.494765 0.12 0.00 -0.04 0.2643
H 4.661455 -4.107761 -4.400164 -0.13 0.19 0.12 0.3216
H 5.416123 -3.369880 -2.973409 0.18 -0.13 -0.07 0.1455
H 3.303895 -2.763298 -2.293270 0.02 -0.09 -0.47 0.2374
C -8.154040 0.916836 -3.922795 -0.22 0.11 0.02 -1.0553
C -6.724941 1.212798 -4.328008 -0.24 -0.30 -0.01 -0.2686
O -5.828481 0.702507 -3.352205 0.09 -0.30 -0.08 -0.4216
H -8.378637 1.364943 -2.949312 0.05 0.02 -0.17 0.2715
H -8.858134 1.307924 -4.662610 0.00 -0.08 0.08 0.3421
H -8.312321 -0.161764 -3.820965 -0.01 0.06 -0.13 0.3265
H -6.565120 2.292243 -4.407157 0.13 -0.17 0.11 0.2772
H -6.488567 0.757136 -5.294405 -0.11 0.15 -0.12 0.2820
H -5.972391 -0.257746 -3.295502 0.12 0.50 0.00 0.2559
```
Positions in Å, forces in eV/Å.